Record 1
ORCA calculation (the ωB97M-V functional and the def2-TZVPD basis) on a structure of composition C27H27AsF3Ge2NO6PtS2 in a non-equilibrium geometry.

Calculated values
2S+1 = 2
LUMO level (alpha / beta) = 1.50 / 0.82 eV
total charge = -1
HOMO level (alpha / beta) = -0.2018 / -0.2150 hartree
<S²> = 0.759

Each line ends with the Löwdin charge.
Geometry (Å):
Pt: -0.0524 0.0190 0.5593  0.783
F: -3.0279 4.2361 -0.3470  0.133
C: -1.9964 4.8808 0.2216  -0.592
F: -2.3078 5.0534 1.5213  0.136
F: -1.9564 6.1115 -0.3309  0.123
C: -0.6938 4.1595 0.0480  -0.112
C: 0.4191 4.8094 -0.4592  0.005
C: 1.6266 4.1308 -0.5881  -0.031
C: 1.6750 2.7951 -0.2281  -0.082
N: 0.5870 2.1853 0.2369  -0.078
C: -0.5577 2.8149 0.4013  -0.632
S: -1.7128 1.7248 1.0955  0.736
H: 0.3401 5.8454 -0.7587  0.120
H: 2.5114 4.6278 -0.9575  0.106
H: 2.5735 2.1939 -0.2871  0.098
O: 3.6718 -1.6715 1.7726  -0.235
As: 2.7992 -0.1996 1.4741  0.875
O: 3.8635 1.0323 1.6260  -0.472
O: 1.9673 -0.1614 -0.0401  -0.579
C: 1.3842 -0.0279 2.8345  -0.287
C: 1.2738 1.1988 3.4817  -0.108
C: 0.2473 1.4285 4.3851  -0.086
C: -0.6522 0.4211 4.6995  -0.073
C: -0.5369 -0.8266 4.1054  -0.060
C: 0.4517 -1.0353 3.1521  -0.315
S: 0.6346 -2.6864 2.5201  0.405
O: 1.7496 -3.2723 3.2482  -0.305
O: -0.6420 -3.3366 2.7262  -0.341
O: 0.9513 -2.4461 1.1009  -0.482
H: 3.0962 -2.4017 2.0643  0.003
H: 2.0108 1.9623 3.2598  0.102
H: 0.1485 2.4037 4.8460  0.103
H: -1.4442 0.6014 5.4163  0.104
H: -1.2057 -1.6398 4.3530  0.114
C: -2.9358 -4.5904 -0.5416  -0.263
Ge: -1.1865 -3.6611 -0.3679  0.736
C: -0.3557 -3.1489 -2.0736  -0.244
C: -0.0627 -5.1131 0.2791  -0.230
Ge: -2.0585 -1.3379 0.2792  0.811
C: -3.2184 -0.8611 -1.2661  -0.309
C: -3.8098 0.4066 -1.3285  -0.129
C: -4.6382 0.7680 -2.3817  -0.093
C: -4.8882 -0.1268 -3.4113  -0.107
C: -4.3104 -1.3848 -3.3726  -0.091
C: -3.4856 -1.7448 -2.3137  -0.141
C: -3.3384 -1.4865 1.7821  -0.320
C: -3.7016 -2.7463 2.2537  -0.123
C: -4.5144 -2.8943 3.3688  -0.085
C: -4.9870 -1.7785 4.0427  -0.104
C: -4.6606 -0.5144 3.5755  -0.097
C: -3.8427 -0.3740 2.4616  -0.144
H: -2.8574 -5.3016 -1.3706  0.021
H: -3.7787 -3.9269 -0.7189  0.002
H: -3.1098 -5.1503 0.3771  0.010
H: -0.0417 -4.0512 -2.6045  0.017
H: 0.5299 -2.5655 -1.8122  0.018
H: -0.9958 -2.5514 -2.7168  -0.004
H: -0.0047 -5.8610 -0.5154  0.025
H: -0.4954 -5.5562 1.1750  0.021
H: 0.9336 -4.7582 0.5259  0.013
H: -3.6168 1.1292 -0.5489  0.032
H: -5.0852 1.7549 -2.4004  0.098
H: -5.5296 0.1551 -4.2375  0.094
H: -4.4965 -2.0923 -4.1717  0.098
H: -3.0488 -2.7303 -2.3145  0.050
H: -3.3034 -3.6288 1.7780  0.058
H: -4.7650 -3.8874 3.7215  0.100
H: -5.5989 -1.8941 4.9291  0.094
H: -5.0267 0.3672 4.0885  0.097
H: -3.5959 0.6244 2.1364  0.012

Forces on the atoms, in the same order (eV/Å):
Pt -0.553 1.593 -0.584
F 0.009 -0.007 0.016
C 0.051 0.045 -0.035
F -0.031 -0.047 -0.017
F -0.010 -0.007 0.023
C -0.044 0.110 -0.018
C 0.111 -0.082 -0.004
C -0.101 0.049 0.058
C -0.089 0.085 -0.090
N 1.002 -0.237 -0.380
C -0.449 0.148 0.178
S 0.153 -0.923 0.021
H -0.001 0.013 0.033
H -0.005 0.002 -0.004
H -0.021 -0.050 0.000
O 0.035 -0.016 -0.158
As 0.369 0.307 0.170
O -0.288 0.013 -0.140
O -0.329 -0.631 0.743
C -0.116 -0.452 0.125
C 0.217 0.022 -0.149
C -0.007 0.055 0.028
C -0.078 -0.031 0.011
C 0.080 0.248 -0.100
C 0.332 -0.010 0.574
S -0.191 -0.005 0.153
O 0.050 0.051 -0.247
O -0.090 -0.079 0.024
O 0.081 0.092 0.022
H -0.032 0.031 0.029
H -0.043 0.031 -0.035
H 0.038 -0.015 0.029
H 0.003 0.014 -0.015
H -0.048 0.017 -0.053
C 0.104 -0.108 -0.305
Ge -0.344 0.635 -0.247
C 0.046 -0.195 -0.020
C 0.104 0.074 0.501
Ge 0.005 -1.284 -0.050
C 0.148 0.483 -0.087
C -0.086 -0.140 -0.044
C 0.013 0.015 0.007
C -0.044 0.013 -0.018
C 0.008 -0.038 0.010
C -0.011 0.097 0.068
C 0.181 0.378 0.284
C 0.160 0.027 0.055
C -0.054 -0.030 -0.021
C -0.031 -0.003 -0.019
C 0.045 0.004 0.010
C -0.104 -0.121 -0.028
H -0.097 -0.020 0.034
H -0.056 -0.047 0.053
H -0.005 -0.072 -0.045
H 0.034 0.064 -0.065
H 0.021 -0.020 -0.049
H 0.061 0.043 -0.032
H -0.092 0.032 -0.044
H 0.009 -0.045 -0.027
H 0.018 -0.070 -0.108
H -0.027 0.018 0.006
H 0.016 0.007 0.012
H 0.001 -0.001 -0.001
H 0.005 -0.012 0.007
H -0.014 -0.035 -0.054
H 0.025 -0.030 0.038
H 0.023 -0.006 0.002
H -0.027 0.002 -0.018
H 0.010 0.004 -0.009
H -0.055 0.044 0.000

***

Record 2
ORCA calculation (the ωB97M-V functional and the def2-TZVPD basis) on a structure of composition C27H27AsF3Ge2NO6PtS2 in a non-equilibrium geometry.

Calculated values
2S+1 = 4
LUMO level (alpha / beta) = 2.38 / 0.15 eV
total charge = -1
HOMO level (alpha / beta) = -0.1610 / -0.2200 hartree
<S²> = 3.761

Each line ends with the Löwdin charge.
Geometry (Å):
Pt: -0.2944 2.0532 -0.3966  0.881
F: 3.9329 6.3323 -1.7288  0.127
C: 3.2820 5.9205 -0.6128  -0.592
F: 4.0039 6.3782 0.4346  0.128
F: 2.1005 6.5359 -0.5911  0.117
C: 3.1937 4.4254 -0.5860  -0.120
C: 4.3649 3.7354 -0.3168  -0.003
C: 4.3769 2.3548 -0.3111  -0.040
C: 3.1947 1.7015 -0.6139  -0.111
N: 2.0715 2.3561 -0.8714  -0.069
C: 2.0284 3.6978 -0.8331  -0.663
S: 0.3908 4.2639 -1.0627  0.646
H: 5.2665 4.2960 -0.0934  0.127
H: 5.2805 1.7964 -0.1038  0.105
H: 3.1377 0.6192 -0.6878  0.099
O: -4.8528 1.7019 0.7450  -0.289
As: -3.1448 2.0759 1.1983  0.900
O: -3.1692 3.6613 1.5793  -0.458
O: -2.3615 1.5773 -0.2536  -0.648
C: -2.9895 0.6121 2.4725  -0.210
C: -4.0823 -0.2371 2.6287  -0.093
C: -3.9680 -1.3787 3.4109  -0.083
C: -2.7775 -1.6759 4.0601  -0.081
C: -1.6949 -0.8194 3.9528  -0.062
C: -1.7964 0.3103 3.1531  -0.261
S: -0.4341 1.4513 3.1626  0.449
O: 0.7921 0.6991 3.2584  -0.310
O: -0.7211 2.3718 4.2284  -0.279
O: -0.6033 2.0866 1.8162  -0.544
H: -5.1510 2.5448 0.3754  0.034
H: -5.0109 0.0001 2.1301  0.093
H: -4.8149 -2.0481 3.5060  0.099
H: -2.6931 -2.5801 4.6536  0.102
H: -0.7643 -1.0098 4.4729  0.117
C: -1.6795 -3.3740 -2.0486  -0.253
Ge: -2.0297 -1.4716 -1.6485  0.681
C: -3.8130 -1.3980 -0.8537  -0.240
C: -2.1622 -0.6017 -3.4071  -0.252
Ge: -0.0681 -0.4988 -0.5313  0.828
C: 0.5474 -1.7601 0.8446  -0.363
C: -0.2375 -2.8371 1.2464  -0.126
C: 0.2320 -3.7542 2.1814  -0.095
C: 1.4891 -3.5884 2.7449  -0.099
C: 2.2751 -2.5014 2.3749  -0.085
C: 1.8049 -1.5969 1.4346  -0.135
C: 1.2777 -0.7841 -1.9785  -0.380
C: 1.2666 0.0808 -3.0814  -0.164
C: 2.1435 -0.0875 -4.1447  -0.091
C: 3.0657 -1.1284 -4.1236  -0.106
C: 3.1012 -1.9920 -3.0367  -0.099
C: 2.2149 -1.8213 -1.9757  -0.119
H: -2.4073 -3.7060 -2.7977  0.014
H: -1.7817 -4.0021 -1.1596  0.002
H: -0.6715 -3.5083 -2.4551  0.011
H: -4.5255 -1.7740 -1.5936  0.018
H: -4.0701 -0.3692 -0.5965  -0.012
H: -3.8763 -2.0130 0.0478  0.009
H: -3.0506 -0.9753 -3.9236  0.015
H: -1.2811 -0.8171 -4.0146  0.005
H: -2.2558 0.4813 -3.2863  0.016
H: -1.2321 -2.9627 0.8309  0.073
H: -0.3873 -4.5935 2.4745  0.097
H: 1.8529 -4.2953 3.4807  0.094
H: 3.2460 -2.3513 2.8326  0.100
H: 2.4152 -0.7378 1.1705  0.093
H: 0.5640 0.9081 -3.0946  0.078
H: 2.1112 0.5924 -4.9890  0.099
H: 3.7529 -1.2635 -4.9506  0.093
H: 3.8202 -2.8034 -3.0146  0.095
H: 2.2558 -2.5051 -1.1340  0.092

Forces on the atoms, in the same order (eV/Å):
Pt -1.070 0.135 0.505
F -0.024 0.126 0.045
C -0.042 -0.134 0.008
F -0.052 0.096 -0.091
F 0.142 0.080 0.007
C -0.012 0.056 -0.012
C 0.126 0.023 0.088
C 0.161 -0.106 -0.093
C -0.044 -0.028 -0.113
N 0.381 -0.068 0.420
C -0.116 -0.017 -0.200
S 0.068 -0.405 0.147
H -0.054 -0.050 -0.032
H -0.066 0.035 0.005
H -0.006 0.056 0.083
O 0.360 0.216 -0.116
As -0.684 0.098 -0.164
O 0.181 -0.365 -0.043
O 0.261 0.346 0.214
C 0.560 -0.154 0.200
C 0.126 0.034 0.000
C 0.035 -0.074 0.051
C -0.098 -0.115 0.017
C -0.029 0.123 -0.151
C -0.422 0.059 0.039
S 0.058 0.022 -0.323
O -0.002 -0.099 0.022
O 0.091 0.025 -0.050
O 0.041 0.462 -0.162
H -0.116 -0.106 0.094
H 0.036 -0.065 -0.022
H -0.002 0.031 0.005
H -0.018 0.062 -0.007
H -0.001 -0.042 -0.066
C 0.133 -0.084 -0.010
Ge -0.072 0.071 -0.188
C 0.053 0.106 0.221
C 0.036 0.139 0.040
Ge 0.278 -0.855 -0.717
C 0.111 0.345 0.292
C 0.002 0.007 0.025
C 0.021 0.043 -0.010
C -0.002 0.066 -0.039
C -0.054 -0.009 -0.040
C -0.061 -0.058 -0.003
C 0.024 0.129 -0.101
C 0.085 -0.140 0.105
C -0.022 -0.022 0.051
C -0.026 0.006 0.044
C -0.041 0.042 0.017
C -0.056 0.047 -0.037
H 0.086 0.018 0.078
H 0.012 0.047 -0.110
H -0.126 -0.002 0.046
H 0.030 -0.012 0.051
H -0.028 -0.090 -0.030
H -0.021 0.039 -0.055
H 0.044 0.024 0.018
H -0.050 0.020 0.017
H -0.011 -0.090 -0.038
H 0.022 -0.014 0.034
H -0.018 0.009 0.005
H -0.003 -0.001 -0.003
H -0.026 -0.003 -0.013
H -0.051 -0.065 0.058
H -0.005 0.020 -0.052
H -0.001 -0.011 0.042
H -0.005 0.003 0.020
H -0.021 0.012 0.010
H -0.006 0.006 -0.036

***

For reference, energy relative to the best compared isomer or geometry (same formula, charge and spin) by record: 180.03 149.71 kJ/mol.